{
  "formula": "C24H36F6MnO12",
  "method": "the ωB97M-V functional and the def2-TZVPD basis",
  "symbols": ["C", "H", "F", "C", "C", "C", "C", "C", "C", "H", "C", "H", "F", "F", "H", "H", "C", "H", "H", "H", "C", "O", "H", "C", "F", "H", "C", "H", "H", "H", "F", "C", "O", "H", "H", "H", "H", "H", "O", "H", "O", "H", "C", "C", "C", "H", "C", "O", "H", "O", "F", "C", "C", "C", "H", "H", "C", "H", "H", "O", "O", "O", "H", "C", "H", "H", "H", "C", "H", "O", "O", "Mn", "O", "H", "C", "H", "H", "H", "H"],
  "coordinates": [[-15.81279, 23.36056, 9.83899], [-19.80895, 23.87600, 18.25632], [-13.53165, 25.37890, 13.00771], [-12.73345, 22.08742, 18.71526], [-18.94314, 24.38014, 17.82700], [-14.90427, 17.78745, 14.02702], [-10.75488, 19.55434, 12.56397], [-10.07012, 20.17533, 13.77972], [-16.41358, 17.04101, 12.39399], [-17.41902, 24.40252, 12.03327], [-14.92842, 17.12150, 12.72006], [-16.74759, 16.15804, 12.93889], [-12.11268, 18.15805, 18.67093], [-12.10362, 26.09922, 14.36729], [-14.28892, 17.76558, 12.11649], [-10.28438, 19.97563, 11.67557], [-17.84708, 24.31947, 18.82230], [-14.80965, 25.07010, 10.80144], [-11.11873, 21.69144, 15.14642], [-14.25229, 19.97271, 18.53481], [-17.40724, 22.82822, 17.13372], [-15.72958, 22.38151, 10.82065], [-12.89795, 21.69229, 19.71771], [-15.83861, 24.73149, 10.68024], [-14.03715, 17.69325, 17.79475], [-10.59104, 18.48121, 12.46577], [-17.14466, 23.03964, 18.60740], [-12.88619, 24.53554, 15.74686], [-14.91537, 26.21213, 19.26036], [-16.11620, 22.87723, 18.92989], [-13.93058, 27.06841, 14.17010], [-13.60247, 20.00695, 17.66036], [-15.86419, 22.18582, 13.05878], [-15.92040, 24.91209, 12.83429], [-18.12336, 24.47942, 19.86450], [-17.85590, 22.38104, 19.10588], [-10.71030, 22.23210, 19.08860], [-14.35024, 16.19965, 12.78340], [-14.73905, 23.76352, 15.17412], [-9.10974, 20.54566, 13.42110], [-16.12349, 19.91000, 14.39736], [-14.95740, 23.32751, 9.16423], [-14.45731, 26.99177, 18.65172], [-15.95385, 22.89161, 12.06939], [-13.87289, 24.87659, 15.43347], [-16.59964, 16.77452, 11.35358], [-12.97237, 18.48238, 17.66492], [-18.42964, 23.64034, 16.70939], [-11.49305, 23.81979, 19.29418], [-13.42650, 21.01459, 14.03028], [-12.50801, 18.04612, 16.49792], [-16.06372, 18.78685, 13.83900], [-12.34015, 20.66002, 13.71904], [-11.04856, 21.31634, 14.12541], [-13.91753, 18.21038, 14.21565], [-15.20701, 27.69875, 18.29642], [-11.46947, 22.90872, 18.69626], [-19.16102, 25.42284, 17.59588], [-13.06794, 27.05020, 16.99685], [-12.47457, 20.93532, 17.86995], [-14.50291, 25.60464, 16.60945], [-16.88370, 18.24412, 12.90911], [-16.46483, 25.54431, 10.31245], [-13.66074, 26.31897, 17.54638], [-10.83304, 22.17262, 13.48632], [-11.14719, 23.12829, 17.67841], [-9.80925, 19.50597, 14.59948], [-13.39118, 25.84927, 14.21840], [-12.93801, 25.66816, 18.03853], [-12.17729, 19.72837, 12.76781], [-14.40756, 20.59783, 16.72204], [-15.18968, 21.73495, 15.04656], [-16.84357, 22.07959, 16.35789], [-13.59633, 22.66309, 18.38038], [-16.33216, 24.32165, 12.01580], [-17.28490, 25.25298, 18.79740], [-16.75948, 23.28941, 9.30343], [-13.79690, 27.55825, 19.30826], [-15.24517, 17.19599, 14.87677]],
  "mulliken_spin": [0.001, 0.000, 0.000, -0.004, 0.000, 0.000, 0.000, 0.001, 0.001, 0.001, 0.001, 0.000, 0.000, 0.000, 0.000, 0.000, 0.000, 0.000, 0.000, 0.007, 0.021, 0.001, 0.000, 0.001, 0.000, 0.000, 0.001, 0.002, 0.000, 0.000, 0.000, 0.005, 0.024, 0.000, 0.000, 0.001, 0.000, 0.000, 0.046, 0.000, 0.021, 0.000, 0.000, 0.006, -0.005, 0.000, -0.002, 0.003, 0.000, -0.025, 0.000, 0.021, -0.004, -0.004, -0.001, 0.000, 0.000, 0.000, 0.000, 0.002, 0.000, 0.002, 0.000, 0.001, 0.000, 0.000, 0.000, 0.005, 0.000, 0.000, 0.042, 4.818, 0.011, 0.001, -0.001, 0.000, 0.000, 0.000, 0.001],
  "charge": 0,
  "e_lumo_ha": [0.021, 0.021],
  "spin_multiplicity": 6,
  "relative_energy_kcal_mol": 64.18,
  "mol_weight_g_mol": 685.47
}